Molecular formula: C3H3NO
Method: DFT, the ωB97M-V functional and the def2-TZVPD basis

Geometry as XYZ:
```
8
Properties=species:S:1:pos:R:3:forces:R:3:lowdin_charge:R:1
C 0.5196 -0.5768 -0.7029 0.1 -0.1 0.2 -0.11
H -0.8088 1.4462 1.0583 0.3 -0.1 1.4 0.12
H 1.1830 -1.1263 -1.3468 0.1 -0.1 0.2 0.12
C 0.5713 -0.1501 0.5618 -0.1 0.1 -0.4 -0.08
C -1.4324 0.4682 -0.3791 0.3 0.0 -0.3 -0.09
O -0.6744 -0.2004 -1.2648 -0.2 -0.4 -0.2 -0.06
N -0.6773 0.4904 0.7599 -0.2 0.4 -0.7 -0.01
H 1.3156 -0.3514 1.3230 -0.3 0.3 -0.2 0.11
```
Positions in Å, forces in eV/Å.

## Properties
E_tot = -246.02546 Eh
ΔE to the lowest compared entry with this formula, charge and spin = 41.5 kcal/mol



Molecular formula: C19H30N6O6S2SiW
Method: DFT, the ωB97M-V functional and the def2-TZVPD basis

Geometry as XYZ:
```
65
Properties=species:S:1:pos:R:3:forces:R:3:lowdin_charge:R:1
H -2.0831 -3.0220 -3.8294 0.0 -0.1 0.2 0.03
C -0.5623 3.0499 2.6467 0.1 0.0 0.1 -0.30
H -2.2311 0.5036 4.2653 -0.1 0.0 -0.1 0.09
C -1.9783 3.5718 2.8473 0.0 0.0 0.1 -0.23
H 0.0966 3.3343 3.4754 -0.1 0.0 -0.1 0.10
N -1.5283 0.4771 -1.4122 0.0 0.1 -0.4 0.05
H -3.6189 3.0589 -1.0216 0.1 -0.1 0.0 0.08
C -2.4298 1.4212 -1.7393 0.1 0.3 0.5 -0.31
C 5.2958 1.3260 0.9681 0.0 0.1 0.1 -0.05
O -0.1910 -1.5284 0.7265 0.5 -0.6 0.9 -0.24
N 0.6204 -2.8598 2.4667 -0.3 0.0 -0.5 -0.02
N 0.5315 1.9008 -1.6064 1.0 1.5 -1.0 -0.15
H -2.7612 0.7801 -5.0323 0.0 0.0 0.1 0.11
H 0.6608 -2.5527 -4.8071 0.1 0.0 0.1 0.02
C -2.4257 0.6719 -4.0063 -0.1 0.1 -0.1 -0.05
C 3.0282 1.9175 1.4568 0.2 0.6 0.0 -0.03
O 1.4799 0.9398 -1.8517 -0.2 0.7 -0.4 -0.36
H 2.0505 -2.4862 -3.7029 -0.1 -0.1 -0.1 0.03
C -0.2750 -1.9205 1.9884 0.2 0.9 -0.7 -0.66
C 4.3500 2.1780 1.5800 0.1 0.6 0.1 -0.04
H 0.5021 -5.0525 -1.4802 0.0 0.3 0.1 0.04
H -2.9610 0.8625 2.6910 0.1 0.0 0.1 0.10
H 1.6559 -3.8320 -0.8867 -0.1 -0.1 0.0 -0.01
H -1.7802 -4.4996 -2.8968 0.0 0.2 0.0 0.04
H 0.5454 -2.9645 3.4567 -0.1 0.0 0.5 0.13
H 4.6574 3.0436 2.1528 0.0 0.0 -0.1 0.11
H -3.6393 2.3023 -3.2531 0.0 -0.1 0.0 0.11
C -1.5095 -0.2890 -3.6825 0.1 -0.2 -0.3 -0.03
H 2.5616 -2.5117 2.2029 0.3 0.1 0.1 0.07
H -2.4495 -3.0595 -2.0957 0.1 -0.1 -0.1 0.05
C -1.0670 -0.3671 -2.3526 0.1 -0.6 0.4 -0.45
C 3.4865 -0.0042 0.1292 -0.3 -0.2 -0.6 -0.63
C -2.2795 1.2352 3.4591 -0.1 -0.2 0.2 -0.29
H -3.6542 2.8177 4.0295 0.0 -0.1 0.0 0.12
O 0.6268 2.1675 -0.2741 0.0 -0.1 -0.2 -0.33
O 1.5703 0.1787 1.3787 0.0 0.7 -0.5 -0.33
H 0.0381 -3.8884 -0.2023 0.0 -0.1 0.0 0.02
H 1.3107 -4.0522 -4.1106 0.0 0.2 0.0 0.04
C 0.6029 -4.0141 -1.1261 0.3 -0.2 0.3 -0.19
S -0.6621 1.2262 2.6432 -0.3 0.1 -0.9 1.05
H -0.1096 3.3327 1.6971 0.1 0.0 0.0 0.08
O -1.1139 -1.5127 2.7885 -0.2 0.0 -0.1 -0.01
C -2.8755 2.3526 -0.6470 0.1 0.0 -0.1 -0.03
N -0.1162 -1.2008 -1.8370 -0.3 0.2 -0.4 -0.19
N 1.8396 -3.1251 1.8648 0.0 0.0 -0.4 0.02
H 2.0930 -4.0888 2.0044 0.0 -0.1 0.0 0.08
H -2.1075 2.8573 4.8765 0.0 0.0 0.0 0.11
C 1.0971 -2.9929 -3.9016 0.3 -0.1 -0.4 -0.17
C 4.8603 0.2562 0.2498 0.3 -0.1 -0.5 -0.07
H -1.9893 4.6220 3.1449 0.0 0.0 0.0 0.12
C -2.9102 1.5351 -3.0204 -0.2 0.1 -0.1 -0.04
C -1.7407 -3.4016 -2.8596 -0.5 -0.2 -0.3 -0.17
S 2.7262 -1.2419 -0.7189 -0.1 0.3 0.2 0.86
O -1.0055 0.9139 1.1641 0.1 0.0 0.9 -0.61
H -3.2936 1.7838 0.1842 0.0 0.0 0.0 0.08
N 2.5963 0.8526 0.7353 2.4 -0.8 2.5 -0.24
Si -0.0182 -2.8636 -2.4265 0.0 0.6 0.4 0.37
W 0.5382 0.1317 -0.3044 -3.4 -3.4 0.5 1.73
C -2.5803 2.6620 3.9104 -0.1 0.0 -0.1 -0.22
H 2.2440 2.5159 1.8920 0.0 -0.1 0.1 0.12
H -2.0080 2.9003 -0.2701 -0.1 0.0 0.0 0.07
H 6.3596 1.5283 1.0537 -0.2 0.0 0.0 0.12
H -2.5400 3.4778 1.9174 0.0 0.0 0.0 0.10
H -1.0823 -0.9536 -4.4249 -0.1 0.1 0.0 0.10
H 5.5518 -0.4014 -0.2670 -0.1 0.0 0.1 0.12
```
Positions in Å, forces in eV/Å.

## Properties
E_tot = -2674.83810 Eh
ΔE to the lowest compared entry with this formula, charge and spin = 46.4 kcal/mol
multiplicity = 3
<S²> = 2.01



Molecular formula: C2H6N2O2
Method: DFT, the ωB97M-V functional and the def2-TZVPD basis

Geometry as XYZ:
```
12
Properties=species:S:1:pos:R:3:forces:R:3:lowdin_charge:R:1
H 3.5433 -2.5784 0.6142 0.1 0.2 0.0 0.09
C -3.2383 1.2513 -0.8271 -0.3 0.1 0.2 -0.43
H -1.7853 2.5924 -1.2136 0.0 0.1 0.2 0.09
H 3.9966 -0.9046 0.8302 0.1 -0.1 0.1 0.10
H -1.2950 0.9785 -1.2586 0.0 0.0 0.3 0.10
N 3.3157 -1.6422 0.9057 -0.2 -0.1 -0.1 0.11
O -3.6146 0.1066 -0.8187 0.1 -0.2 -0.1 0.02
H 1.2976 -2.1024 0.9371 0.1 -0.1 0.1 0.12
C 2.0200 -1.2823 1.0830 -0.2 0.1 -0.1 -0.44
N -1.9349 1.6578 -0.8649 0.1 0.0 -0.6 0.11
O 1.6491 -0.1666 1.3613 0.1 0.1 0.0 0.01
H -3.9540 2.0900 -0.7486 0.1 0.0 0.0 0.12
```
Positions in Å, forces in eV/Å.

## Properties
E_tot = -339.81549 Eh
structure (SMILES) = NC=O.NC=O
ΔE to the lowest compared entry with this formula, charge and spin = 10.8 kcal/mol



Molecular formula: C2O2S
Method: DFT, the ωB97M-V functional and the def2-TZVPD basis

Geometry as XYZ:
```
5
Properties=species:S:1:pos:R:3:forces:R:3:lowdin_charge:R:1
C -0.4730 -1.4001 -0.4873 0.2 -2.1 4.6 -0.49
C 0.2725 1.5545 0.9347 0.1 0.1 -0.1 -0.58
O -0.6076 -0.9454 -1.4967 -0.4 2.2 -4.8 0.24
S 1.1935 2.6862 0.4916 -0.1 -0.1 0.1 0.65
O -0.3853 -1.8952 0.5577 0.2 -0.1 0.2 0.18
```
Positions in Å, forces in eV/Å.

## Properties
E_tot = -624.83416 Eh
ΔE to the lowest compared entry with this formula, charge and spin = 36.6 kcal/mol